# 1
# C20H59BN3O10Rb

C20H59BN3O10Rb as an isolated structure (ωB97M-V with the def2-TZVPD basis set, OMol25).

Last column: Mulliken charge in e.
Element x y z (Å)
Rb 1.8158 -1.5623 4.0080  0.94
B 0.8871 -0.0902 0.4750  4.19
H 1.0581 -1.0273 -0.1842  -0.54
H 1.4300 -0.2596 1.4930  -0.69
H 1.2935 0.8763 -0.0083  -0.53
H -0.2542 -0.0356 0.6074  -1.25
C -0.7895 6.0514 2.6860  -0.70
O -0.6766 5.2886 1.5019  -0.44
C -0.2940 3.9509 1.7000  -0.57
C -1.4788 2.9705 1.6789  0.74
N -2.5719 3.3495 2.6095  -0.42
C -3.8275 2.6702 2.2965  -0.24
C -4.5230 2.9831 0.9686  -0.01
O -5.7476 2.2723 0.9173  -0.40
C -5.6177 0.9754 0.3690  -0.42
H -1.5257 5.6458 3.3833  0.32
H -1.1201 7.0616 2.4430  0.26
H 0.1886 6.1482 3.1663  0.29
H 0.2576 3.7307 2.6191  0.39
H 0.3154 3.6438 0.8493  0.18
H -1.1679 1.9587 1.9409  -0.18
H -1.7833 2.9495 0.6239  0.03
H -2.6369 4.3380 2.3717  0.27
H -4.4526 2.8199 3.1809  0.35
H -3.6163 1.5947 2.3793  -0.16
H -3.8764 2.6944 0.1403  0.06
H -4.7910 4.0318 1.1099  0.26
H -6.5921 0.5380 0.1787  0.30
H -5.0256 0.3313 1.0288  0.13
H -5.0360 1.0060 -0.5597  0.18
C 4.1331 -1.3337 -0.9537  -0.21
C 4.5532 -1.7972 0.4176  -0.61
O 3.4847 -1.7827 1.3692  -0.60
O 3.7756 0.0423 -1.0226  -0.61
H 3.2833 -1.8932 -1.3634  0.02
H 4.9100 -1.4866 -1.7060  0.45
H 5.4004 -1.2186 0.8029  0.30
H 4.9627 -2.8121 0.4220  0.42
H 2.7625 -1.1941 1.0910  -0.33
H 2.8792 0.1288 -0.6671  0.16
C 3.8007 1.6502 2.2335  0.28
C 4.6501 2.3829 3.2521  -0.60
O 5.8163 1.5760 3.4715  -0.51
O 2.5962 2.3433 1.9854  -0.49
H 3.6248 0.5991 2.5080  -0.11
H 4.3975 1.5409 1.3190  0.13
H 4.1518 2.5447 4.2146  0.30
H 4.9447 3.3683 2.8802  0.35
H 6.4035 2.1258 3.9991  0.30
H 2.0486 1.7373 1.4637  0.41
C -2.3270 -1.7185 1.5804  -0.29
C -1.9446 -1.2914 2.9935  -0.57
O -0.8085 -0.4151 3.0430  -0.59
O -1.2884 -2.4851 1.0093  -0.60
H -2.5318 -0.7989 1.0168  0.09
H -3.2102 -2.3556 1.5917  0.50
H -1.7390 -2.1412 3.6532  0.34
H -2.7639 -0.7808 3.5156  0.33
H -0.6715 -0.0510 2.1536  -0.26
H -0.4944 -1.9369 0.9302  0.11
C -1.6971 1.9046 -2.6876  -1.35
C -1.1670 0.4850 -2.9144  0.50
C 0.3412 0.5043 -3.1876  0.08
O 0.6651 1.0903 -4.4451  -0.50
C 0.1927 0.3424 -5.5502  -0.61
N -1.4899 -0.3372 -1.7140  -0.34
H -2.7677 1.9810 -2.5033  0.27
H -1.4534 2.5229 -3.5527  0.43
H -1.1776 2.2941 -1.8065  0.09
H -1.7923 0.0493 -3.6971  0.49
H 0.7455 -0.5126 -3.1181  0.29
H 0.8683 1.1360 -2.4745  -0.08
H 0.8532 0.5278 -6.3963  0.28
H -0.8133 0.6734 -5.8242  0.28
H 0.1755 -0.7288 -5.3298  0.18
H -0.8417 -0.0281 -0.9766  -0.63
H -1.1234 -1.2712 -1.9016  0.14
C 0.1745 -3.8927 -3.7685  -1.19
C -0.0725 -5.0974 -2.8753  0.65
C 0.1388 -4.8560 -1.3930  -0.48
O 1.5049 -4.5411 -1.2209  -0.37
C 1.8291 -4.3086 0.1379  -0.23
N -1.3824 -5.6924 -3.1773  -0.79
H -0.1856 -4.0884 -4.7810  0.44
H 1.2438 -3.6853 -3.8323  0.33
H -0.2919 -2.9468 -3.4805  0.11
H 0.6239 -5.9007 -3.1553  0.18
H -0.0946 -5.7864 -0.8602  0.28
H -0.5471 -4.0756 -1.0440  0.13
H 2.8922 -4.0849 0.1674  0.00
H 1.7808 -5.2287 0.7369  0.43
H 1.1699 -3.5641 0.5823  0.04
H -1.5609 -5.6533 -4.1722  0.24
H -1.3823 -6.6830 -2.9629  0.27

Computed properties:
Max |F|, eV Å⁻¹: 1.92
E_tot, eV: -47968.842

***

# 2
# C20H59N7O11

A 8-piece molecular cluster, C20H59N7O11 overall (ωB97M-V with the def2-TZVPD basis set, OMol25).

Last column: Mulliken charge in e.
Element x y z (Å)
C 5.1854 1.0688 -3.9344  -0.66
O 6.4630 1.7459 -3.8163  -0.30
C 7.4854 0.9023 -3.2441  -0.50
C 8.4392 1.8155 -2.5083  -0.60
N 9.3724 1.1078 -1.6756  -0.33
C 10.3261 2.0148 -1.1108  -0.25
C 11.0559 1.2360 0.0371  -0.80
O 10.3057 1.1589 1.2852  -0.25
C 10.5680 2.2486 2.1586  -0.75
H 4.3769 1.7604 -4.1713  0.27
H 4.9843 0.3517 -3.1385  0.23
H 5.1838 0.3414 -4.7462  0.31
H 8.0716 0.3436 -3.9736  0.28
H 7.1451 0.1179 -2.5681  0.32
H 7.7982 2.4409 -1.8869  0.35
H 8.9175 2.3909 -3.3009  0.24
H 8.8902 0.5803 -0.9620  0.23
H 9.8509 2.9258 -0.7470  0.28
H 11.0524 2.2622 -1.8850  0.29
H 12.0294 1.6827 0.2393  0.45
H 11.2205 0.1955 -0.2427  0.33
H 11.6353 2.3164 2.3693  0.33
H 10.1468 2.0961 3.1523  0.24
H 10.2033 3.1782 1.7216  0.28
C -10.3823 2.0321 3.9080  -0.82
O -9.2206 2.9116 4.0334  -0.34
C -9.2195 3.8765 2.9733  -0.57
C -7.8398 4.3223 2.4742  -0.61
N -6.9731 3.1604 2.4105  -0.35
C -5.6350 3.5172 1.8754  -0.48
C -4.7309 4.0737 2.9359  -0.51
O -4.2331 3.0452 3.8261  -0.36
C -3.0749 2.3818 3.2696  -0.68
H -10.3444 1.2370 3.1634  0.34
H -11.3009 2.5870 3.7173  0.33
H -10.6559 1.5002 4.8192  0.29
H -9.8527 4.7033 3.2952  0.35
H -9.6838 3.3299 2.1525  0.39
H -7.3577 5.0861 3.0844  0.31
H -7.9222 4.8360 1.5163  0.34
H -6.7590 2.9183 3.3674  0.27
H -5.7795 4.2729 1.1033  0.29
H -5.2468 2.6101 1.4120  0.30
H -5.2651 4.7913 3.5586  0.31
H -3.8866 4.6137 2.5074  0.37
H -2.7490 1.6596 4.0182  0.25
H -2.2203 2.9993 2.9934  0.29
H -3.4060 1.8602 2.3716  0.27
C -6.8060 -3.1568 1.7179  -0.68
O -5.4202 -3.3983 1.4419  -0.35
C -5.1090 -2.9817 0.1179  -0.18
C -3.7257 -3.6608 -0.1677  -0.78
N -3.2438 -3.4592 -1.5539  0.02
C -3.8769 -4.3970 -2.5160  -0.95
C -3.3386 -4.2409 -3.9560  -0.53
O -1.9081 -4.4016 -3.9692  -0.28
C -1.2787 -4.0461 -5.1628  -0.79
H -7.3489 -3.2971 0.7831  0.32
H -6.9591 -2.1303 2.0511  0.26
H -7.1915 -3.7076 2.5759  0.25
H -5.0651 -1.8931 0.0855  0.21
H -5.8592 -3.3003 -0.6059  0.28
H -3.7710 -4.7359 0.0060  0.28
H -2.9862 -3.2277 0.5059  0.35
H -2.2662 -3.7065 -1.6103  0.22
H -4.9538 -4.2386 -2.4593  0.40
H -3.8327 -5.4499 -2.2372  0.44
H -3.6461 -3.2238 -4.1987  0.29
H -3.8786 -4.9105 -4.6255  0.41
H -1.1616 -2.9647 -5.0924  0.31
H -1.8340 -4.3528 -6.0492  0.30
H -0.3400 -4.5976 -5.2152  0.23
N 2.2690 0.3663 -0.4620  -0.47
C 1.5295 -0.7109 -0.4600  0.70
N 0.3889 -0.3415 -1.0119  -0.31
O 1.8655 -1.8212 -0.1650  -0.65
H 2.0013 1.1153 -1.0844  0.20
H 3.2607 0.1985 -0.3704  0.25
H 0.3285 0.6103 -1.3443  0.10
H -0.2813 -1.0752 -1.1925  0.18
N 5.4796 -2.3038 3.0435  -0.37
C 6.6338 -1.9126 2.5410  0.61
N 7.5680 -1.7172 3.4819  -0.35
O 6.7623 -1.5805 1.3469  -0.65
H 5.5692 -2.5569 4.0172  0.15
H 4.7728 -2.6674 2.4203  0.25
H 8.4279 -1.1970 3.3807  0.22
H 7.2959 -1.9362 4.4296  0.13
O 0.0236 3.8157 -2.8100  -0.62
H -0.9184 3.6576 -2.8713  0.32
H 0.1311 4.7301 -3.0720  0.31
O -4.9113 -0.0581 -2.7990  -0.67
H -4.3605 -0.8191 -2.6149  0.33
H -5.7501 -0.2634 -2.3861  0.31
O 0.1937 -6.4820 -0.1924  -0.63
H 0.5634 -5.6022 -0.2672  0.32
H -0.0097 -6.5786 0.7380  0.31

Computed properties:
Max |F|, eV Å⁻¹: 5.14
ΔE to the lowest compared entry with this formula, charge and spin, kcal/mol: 65.71
E_tot, eV: -54645.171

***

- Look up the max |F| of the first one.
  1.92 eV Å⁻¹